1.
25
Properties=species:S:1:pos:R:3:forces:R:3:mulliken_charge:R:1 method="wB97M-V/def2-TZVPD" smiles="COC(F)=S(=O)=C(C)c1ccccc1" homo_lumo_gap_ev="6.98 / 6.98" charge=0 max_force_ev_per_a=4.96
C 2.4929 0.2251 -1.4110 -1.62 -0.99 0.70 -0.676
C 1.3962 0.0658 -2.2344 -1.70 1.39 0.17 -0.585
C 2.2684 0.5375 -0.0726 0.15 1.70 -0.05 -0.487
C 0.0788 0.4276 -1.8448 1.38 -0.79 1.33 -0.157
C 1.0187 1.0148 0.3344 0.31 -1.79 -2.22 -0.900
C -0.1200 0.8768 -0.5326 0.76 0.66 1.46 1.051
C -1.4239 1.1818 0.0570 -1.82 0.75 -0.81 0.199
C -2.7569 -1.0308 -0.5634 0.21 0.14 -1.27 0.120
C -1.7357 1.5453 1.5159 0.02 -0.26 -1.43 -1.267
C -0.9852 -2.5616 0.0487 -0.99 -0.17 -1.47 -0.751
O -4.0025 1.5684 -0.4230 -2.73 0.87 1.76 -0.519
O -1.6204 -1.5938 -0.8856 -0.60 -1.69 0.93 -0.089
F -3.0481 -1.0976 0.7187 0.00 -0.68 0.94 -0.177
S -2.7759 1.1736 -1.0075 4.90 -0.35 -0.70 0.355
H 3.4171 -0.1484 -1.7390 1.27 -0.10 -0.38 0.434
H 1.5080 -0.2195 -3.2433 0.33 -0.56 -0.98 0.419
H 3.1383 0.6288 0.5881 -0.47 -0.18 -0.05 0.358
H -0.8033 0.1505 -2.3857 0.09 0.16 -0.80 0.421
H 0.9353 1.3209 1.3260 -0.42 0.57 1.40 0.297
H -0.9181 1.6002 2.2248 0.21 -0.37 -0.17 0.416
H -2.5332 0.8862 1.8555 0.05 -0.06 0.30 0.296
H -2.1590 2.5303 1.4539 -0.41 0.58 0.29 0.328
H -0.7738 -3.5045 -0.4836 -0.77 0.44 0.25 0.254
H -1.4970 -2.6070 0.9781 -0.89 -0.58 0.38 0.387
H -0.0785 -2.1689 0.2940 2.73 1.33 0.42 0.274


2.
87
Properties=species:S:1:pos:R:3:forces:R:3:mulliken_charge:R:1 method="wB97M-V/def2-TZVPD" homo_lumo_gap_ev="6.12 / 6.65" charge=+2 s2=0.769 spin_multiplicity=2 max_force_ev_per_a=1.53
Re 0.0332 0.8162 -0.1850 -0.80 0.75 0.68 1.720
N 2.2256 0.9551 -0.6245 -0.05 -0.25 -0.07 -0.377
C 3.1535 -0.1659 -0.5268 0.04 0.18 -0.05 -0.426
C 4.5196 0.0552 -0.5222 0.05 0.12 0.03 -0.633
C 5.3681 -1.0340 -0.4114 0.01 -0.01 0.01 -0.761
C 4.8477 -2.3190 -0.2839 0.00 0.00 0.00 -0.930
C 3.4777 -2.5207 -0.2791 0.10 -0.05 0.03 -0.702
C 2.6243 -1.4291 -0.4220 -0.20 -0.02 0.09 0.800
P 0.8275 -1.5153 -0.5283 0.22 0.18 -0.53 0.045
C 0.5112 -2.1071 -2.2080 0.00 0.00 0.01 0.965
C 1.2525 -3.1606 -2.7481 -0.07 0.01 0.00 -0.626
C 1.0248 -3.5696 -4.0519 0.03 -0.04 0.00 -0.975
C 0.0687 -2.9299 -4.8298 -0.05 -0.03 0.00 -0.703
C -0.6567 -1.8691 -4.3068 0.00 0.06 0.01 -1.193
C -0.4289 -1.4540 -3.0034 0.05 -0.10 -0.04 0.305
C 0.3850 -2.6947 0.7545 -0.19 0.07 0.02 0.945
C 0.5321 -4.0665 0.5544 -0.10 -0.02 -0.09 -0.233
C 0.3414 -4.9338 1.6179 0.00 -0.04 -0.01 -0.738
C -0.0122 -4.4426 2.8691 -0.06 0.02 0.01 -0.964
C -0.1818 -3.0788 3.0624 -0.02 0.05 -0.02 -0.223
C 0.0222 -2.2036 2.0055 0.13 -0.15 -0.02 -0.335
H 2.5463 1.6766 0.0325 0.14 0.04 0.04 0.328
H 2.2696 1.3567 -1.5624 0.01 0.03 -0.05 0.470
H 4.9134 1.0643 -0.5867 0.00 -0.07 -0.02 0.541
H 6.4393 -0.8780 -0.4107 -0.04 -0.02 0.02 0.431
H 5.5162 -3.1636 -0.1763 -0.03 0.03 0.00 0.474
H 3.0822 -3.5197 -0.1483 0.00 0.02 0.03 0.435
H 2.0194 -3.6548 -2.1668 0.00 0.00 -0.03 0.325
H 1.6042 -4.3855 -4.4646 -0.03 0.02 0.01 0.463
H -0.1075 -3.2583 -5.8464 0.02 0.03 0.03 0.428
H -1.3923 -1.3582 -4.9163 0.03 -0.03 0.02 0.475
H -0.9760 -0.6122 -2.6036 -0.08 -0.07 0.02 0.323
H 0.7693 -4.4637 -0.4264 -0.01 0.02 0.07 0.444
H 0.4674 -5.9984 1.4692 -0.03 0.02 0.00 0.478
H -0.1674 -5.1280 3.6927 0.02 0.02 -0.03 0.435
H -0.4734 -2.6931 4.0315 0.01 -0.03 -0.03 0.523
H -0.0944 -1.1410 2.1581 0.02 -0.06 0.05 -0.309
O 0.8695 2.7386 -2.3980 -0.08 0.19 0.03 -0.678
C 0.9269 3.3870 -1.3635 0.05 0.06 0.18 0.831
N 0.5496 2.8431 -0.1238 0.03 0.07 -0.47 0.107
S 1.3734 3.6927 1.1156 0.18 -0.09 -0.37 1.032
O 2.5194 2.8690 1.4311 -0.04 0.02 0.02 -0.703
O 0.5223 4.0981 2.1771 0.15 0.21 0.06 -0.723
C 1.7958 5.0454 0.0868 -0.09 0.05 -0.07 0.529
C 2.3257 6.2606 0.4681 0.00 -0.05 0.07 -0.831
C 2.5243 7.1976 -0.5409 0.06 0.01 -0.05 -0.660
C 2.2130 6.9091 -1.8688 -0.01 0.00 0.01 -0.581
C 1.6965 5.6711 -2.2323 0.07 0.03 -0.11 -0.720
C 1.4802 4.7447 -1.2289 0.01 0.03 0.13 -0.086
H 2.5739 6.4772 1.4991 -0.03 0.01 -0.03 0.532
H 2.9348 8.1671 -0.2879 -0.03 -0.04 -0.01 0.447
H 2.3697 7.6638 -2.6286 0.03 -0.02 0.03 0.442
H 1.4629 5.4327 -3.2629 -0.01 0.03 0.06 0.561
N -1.4679 1.7215 -1.7183 1.14 -1.02 -0.11 -0.732
H -1.6683 2.6786 -1.4404 0.03 -0.04 0.14 0.334
H -2.3475 1.2362 -1.8668 -0.01 -0.12 0.22 0.199
H -0.9552 1.7634 -2.5951 -0.11 0.17 -0.13 0.337
C -3.9390 -1.0062 -1.3759 -0.19 -0.03 0.13 -1.831
C -3.7294 -2.0065 -0.2433 0.45 0.15 0.02 0.161
C -2.7020 -3.0707 -0.6297 -0.14 -0.06 0.05 -1.370
C -3.3758 -1.3737 1.1048 -0.07 -0.11 -0.42 -0.206
C -4.0566 -1.9085 2.1947 -0.02 0.03 0.13 -0.971
C -3.8681 -1.4488 3.4849 -0.06 -0.07 -0.07 -1.473
C -3.0561 -0.3497 3.6850 -0.05 0.11 0.11 -0.898
C -2.3641 0.2394 2.6370 0.22 0.17 0.32 0.337
C -1.5813 1.5058 2.9411 0.21 -0.21 -0.40 0.032
C -2.0043 2.6668 2.0341 -0.17 0.08 0.18 -1.632
C -0.0654 1.2636 3.0063 -0.46 0.08 0.47 -1.534
C -2.4517 -0.3451 1.3709 0.09 -0.23 0.08 1.410
O -1.5585 0.1023 0.3880 -0.68 0.19 0.10 1.394
H -4.1986 -1.5299 -2.2981 0.01 0.04 0.05 0.473
H -3.0213 -0.4532 -1.5486 0.12 0.02 -0.10 0.090
H -4.7450 -0.3082 -1.1397 0.07 0.03 -0.04 0.355
H -4.6837 -2.5065 -0.0829 -0.03 -0.03 0.03 0.826
H -1.7393 -2.6071 -0.8272 0.05 -0.01 -0.07 0.052
H -3.0133 -3.6068 -1.5300 0.02 0.06 0.05 0.496
H -2.5651 -3.7943 0.1764 0.00 0.01 -0.04 0.345
H -4.7590 -2.7132 2.0125 0.04 0.01 0.00 0.511
H -4.3819 -1.9152 4.3163 -0.01 0.05 -0.05 0.433
H -2.9617 0.0799 4.6756 -0.02 0.01 -0.03 0.510
H -1.8770 1.7966 3.9489 0.09 -0.04 0.10 0.885
H -1.8532 2.4557 0.9731 -0.06 0.04 0.06 0.316
H -1.4371 3.5610 2.2737 -0.25 -0.09 0.00 0.469
H -3.0645 2.8796 2.1784 0.01 -0.08 -0.04 0.462
H 0.3907 1.1084 2.0004 0.27 -0.17 -0.16 0.477
H 0.1667 0.3863 3.6098 0.05 -0.01 -0.08 0.462
H 0.4449 2.1257 3.4336 0.06 -0.10 -0.18 0.559


Energy relative to the best compared isomer or geometry (same formula, charge and spin) list, top to bottom, in eV: 5.578 1.672